Record 1
# C6H12O

A cluster of 3 separate species, C6H12O in total (wB97M-V/def2-TZVPD, the OMol25 dataset).

## Properties
Energy relative to the best compared isomer or geometry (same formula, charge and spin): 3.716 eV
LUMO: 0.981 eV
HOMO-LUMO gap: 9.77 eV

Each atom is followed by the atoms it is bonded to, with distances in Å.
Atoms and positions in Å:
1 O 0.23655 -1.84525 1.49903  C4 1.274
2 C -0.37933 0.20464 -0.45029  C3 1.401, C5 1.516, C6 1.518
3 C 0.98528 0.09733 -0.15134  C2 1.401, C4 1.863, C7 1.498, H14 1.087
4 C 1.29267 -1.27738 1.06781  O1 1.274, C3 1.863, C7 1.483, H15 1.099
5 C -0.75864 0.32485 -1.91325  C2 1.516, H8 1.094, H17 1.097, H19 1.094
6 C -1.30752 0.92646 0.50934  C2 1.518, H9 1.095, H11 1.097, H13 1.093
7 C 1.57589 0.16982 1.22371  C3 1.498, C4 1.483, H16 1.088, H18 1.089
8 H -1.79345 0.01423 -2.08688  C5 1.094
9 H -2.35215 0.82081 0.19945  C6 1.095
10 H -0.97211 -1.18474 -0.15706  no bonds
11 H -1.05834 1.99470 0.51490  C6 1.097
12 H -0.71594 -1.69440 0.52337  no bonds
13 H -1.21410 0.54269 1.52859  C6 1.093
14 H 1.67115 -0.06679 -0.97828  C3 1.087
15 H 2.06895 -1.88161 0.57807  C4 1.099
16 H 0.98482 0.67729 1.98391  C7 1.088
17 H -0.66745 1.37225 -2.22650  C5 1.097
18 H 2.62849 0.44734 1.24553  C7 1.089
19 H -0.10281 -0.27799 -2.54854  C5 1.094

Atomic partial charges in e from the Löwdin method, atoms 1 to 2:
1. O -0.10
2. C -0.43


Record 2
# C6H12O

The molecule C6H12O (wB97M-V/def2-TZVPD, the OMol25 dataset).

## Properties
SMILES: C/C=C/[C@H](C)OC
Energy relative to the best compared isomer or geometry (same formula, charge and spin): 1.370 eV
LUMO: 1.153 eV
HOMO-LUMO gap: 10.34 eV

Each atom is followed by the atoms it is bonded to, with distances in Å.
Atoms and positions in Å:
1 O -1.35096 -0.06619 0.97434  C3 1.415, C4 1.410
2 C 0.83305 -0.16789 -0.09127  C3 1.510, C7 1.328, H13 1.093
3 C -0.21322 -0.87334 0.73816  O1 1.415, C2 1.510, C5 1.529, H10 1.103
4 C -1.16620 0.93593 1.94932  O1 1.410, H14 1.100, H16 1.097, H18 1.108
5 C -0.67578 -2.08025 -0.07846  C3 1.529, H8 1.093, H11 1.095, H19 1.096
6 C 1.39588 1.30257 -2.02638  C7 1.501, H9 1.096, H12 1.090, H17 1.093
7 C 0.51542 0.83058 -0.90648  C2 1.328, C6 1.501, H15 1.092
8 H -1.40437 -2.69314 0.45852  C5 1.093
9 H 1.33205 0.59858 -2.86423  C6 1.096
10 H 0.21683 -1.20945 1.69661  C3 1.103
11 H -1.13155 -1.71420 -1.00462  C5 1.095
12 H 1.08590 2.27593 -2.40535  C6 1.090
13 H 1.81127 -0.64961 -0.16011  C2 1.093
14 H -1.00649 0.50374 2.94812  C4 1.100
15 H -0.49203 1.24234 -0.82245  C7 1.092
16 H -2.09219 1.52316 1.97436  C4 1.097
17 H 2.45139 1.37288 -1.74971  C6 1.093
18 H -0.29052 1.57467 1.72121  C4 1.108
19 H 0.18150 -2.70632 -0.35157  C5 1.096

Atomic partial charges in e from the Löwdin method, atoms 1 to 2:
1. O -0.19
2. C -0.09


Record 3
# C6H12O

A cluster of 2 separate species, C6H12O in total (wB97M-V/def2-TZVPD, the OMol25 dataset).

## Properties
Energy relative to the best compared isomer or geometry (same formula, charge and spin): 6.296 eV
LUMO (spin up / spin down): 0.120 / 0.118 eV
HOMO-LUMO gap (spin up / spin down): 7.24 / 7.24 eV

Each atom is followed by the atoms it is bonded to, with distances in Å.
Atoms and positions in Å:
1 O 0.43678 -1.14133 -1.12642  C5 1.275
2 C -1.70752 -0.43257 -0.16774  C3 1.504, C4 1.514, C5 1.490, H9 1.096
3 C -1.01210 -0.30669 1.16033  C2 1.504, C5 1.823, H11 1.091, H13 1.089
4 C -1.61970 0.83184 -0.99553  C2 1.514, H12 1.096, H14 1.094, H16 1.097
5 C -0.50260 -1.30230 -0.27889  O1 1.275, C2 1.490, C3 1.823, H15 1.104
6 C 2.15045 -0.13661 -0.29358  C7 1.419, H10 1.239, H17 1.078, H18 1.081
7 C 1.68679 0.70763 0.74910  C6 1.419, H8 1.084, H19 1.088
8 H 1.89613 0.48804 1.79012  C7 1.084
9 H -2.68570 -0.92418 -0.21825  C2 1.096
10 H 3.01511 0.62591 0.15965  C6 1.239
11 H -1.28886 -1.05500 1.90391  C3 1.091
12 H -2.43576 1.52123 -0.75274  C4 1.096
13 H -0.95500 0.69403 1.58665  C3 1.089
14 H -1.62803 0.62306 -2.06981  C4 1.094
15 H -0.61026 -2.29187 0.19896  C5 1.104
16 H -0.67466 1.34256 -0.77319  C4 1.097
17 H 2.04816 0.16266 -1.32446  C6 1.078
18 H 2.50002 -1.13231 -0.05698  C6 1.081
19 H 1.38676 1.72590 0.50890  C7 1.088

Atomic partial charges in e from the Löwdin method, atoms 1 to 2:
1. O -0.16
2. C -0.39